(1)
# C55H138BeN9O18

A molecular structure, C55H138BeN9O18 at a distorted geometry (the ωB97M-V functional and the def2-TZVPD basis, the Open Molecules 2025 dataset).

Geometry as XYZ:
```
221
Properties=species:S:1:pos:R:3:forces:R:3:mulliken_charge:R:1
O 8.514 9.252 -4.948 -0.045 -0.175 0.857 -0.38
O -3.181 10.127 -5.160 -0.225 -0.609 0.663 -0.33
O -7.416 5.182 1.291 0.037 0.995 -0.249 -0.33
O 5.033 1.968 4.854 -0.748 -1.028 0.069 -0.20
O 2.721 -8.306 0.128 -0.793 -0.361 -1.147 -0.33
O 3.852 5.581 -5.713 0.786 0.331 1.866 -0.28
O -8.375 -6.533 -2.169 1.449 -0.297 -2.026 -0.32
O 2.742 5.657 4.078 1.255 0.978 -1.558 -0.15
O 2.963 0.787 9.638 -0.233 0.048 -0.327 -0.19
O 0.643 1.306 1.956 0.544 -1.033 -2.159 -0.33
O 1.548 11.939 -6.591 0.726 -0.753 0.745 -0.29
O 8.036 -2.748 -2.936 1.162 0.652 0.983 -0.34
O 5.886 -1.558 -6.696 -1.085 0.056 -1.103 -0.34
O -10.454 -12.521 -5.279 -0.776 -0.149 1.100 -0.37
O -0.422 -5.956 7.688 0.748 -1.298 0.045 -0.30
O -1.652 -8.182 -4.846 0.509 0.935 -0.963 -0.36
O -5.232 -5.409 6.076 0.471 0.870 0.359 -0.30
O -0.511 3.127 8.431 0.843 2.269 0.009 -0.18
N -9.052 -9.851 -3.691 0.832 -0.155 -0.458 -0.29
N -5.405 3.693 3.003 1.381 0.712 0.169 -0.77
N 1.216 -8.234 -2.341 -1.928 -0.995 -0.039 -0.34
N -2.561 -6.184 5.383 1.805 0.449 0.824 -0.33
N 5.571 7.087 -3.724 1.260 1.073 -1.002 -0.33
N -0.342 10.272 -4.927 1.787 1.215 -1.468 -0.32
N 0.444 0.400 8.485 -0.576 0.621 0.370 -0.21
N 5.487 -2.865 -4.234 -1.043 1.556 -0.579 -0.36
N 5.237 4.747 4.410 0.004 -0.854 -0.967 -0.12
C -2.440 8.921 -4.915 0.179 -0.350 -0.097 -0.44
C -2.514 -9.124 -5.455 -0.071 1.219 -0.319 -0.73
C 5.772 5.761 -4.245 -0.620 -1.408 1.122 -0.91
C 4.794 0.565 4.669 0.292 0.159 0.657 -0.78
C 0.671 0.913 0.617 -1.497 1.317 1.838 0.70
C 4.521 -1.887 -4.747 -0.718 -0.590 0.393 -0.76
C 0.186 -7.746 -3.312 0.233 1.154 0.756 -0.60
C -0.861 4.501 8.894 0.034 -1.631 -0.533 -0.76
C -6.537 -5.768 6.461 0.645 -0.033 0.602 -0.72
C 3.844 -8.969 0.674 -0.476 -0.754 0.627 -0.70
C 6.888 -3.457 -2.430 1.445 -0.006 -0.341 -0.67
C 7.683 8.396 -4.170 0.434 -1.984 -0.888 -0.46
C 6.006 2.427 3.940 -0.790 -0.914 0.028 -0.58
C 0.553 -8.657 -1.051 1.918 0.824 -0.595 -0.56
C 4.361 0.706 9.766 0.080 -0.631 0.563 -0.80
C 5.641 -2.753 -2.805 0.226 -0.198 -0.131 -0.36
C 0.737 0.008 9.869 0.578 -0.266 -0.490 -0.68
C 0.182 -0.516 0.399 -0.043 -1.445 -0.451 -1.24
C 1.607 -9.245 -0.103 0.307 0.519 -0.447 -0.67
C -9.508 -12.202 -4.259 -0.412 -0.452 0.482 -0.64
C -0.042 1.878 -0.287 0.063 0.489 -0.362 -1.19
C 5.267 5.398 -5.613 -0.634 0.624 -0.954 -0.42
C 0.501 -6.676 8.555 -0.449 1.804 0.370 -0.78
C 2.061 13.038 -7.313 -2.096 0.453 -0.618 -0.74
C 1.538 6.296 3.825 -1.104 -0.032 0.602 -0.79
C -3.419 -5.479 4.494 -0.848 0.973 -0.730 -0.61
C 6.234 8.131 -4.561 -1.737 1.728 0.860 -0.41
C 3.737 6.261 3.216 0.670 -2.957 -0.040 -0.75
C 6.020 -1.631 -8.167 0.084 0.234 1.992 -0.70
C -7.068 2.012 3.426 -0.461 -0.126 0.440 -1.45
C -8.158 -7.649 -3.128 -0.270 0.745 0.758 -0.46
C -4.897 -5.746 4.760 0.318 -0.981 0.140 -0.63
C -4.482 9.776 -5.674 1.043 0.116 -0.270 -0.73
C -1.466 2.152 8.788 0.863 0.479 -0.195 -0.62
C 3.354 5.505 -6.983 -0.776 -0.190 -1.213 -0.77
C 8.217 10.643 -4.908 -0.633 -0.538 -1.506 -0.70
C -6.641 3.160 2.502 -0.697 0.124 -0.053 0.71
C 2.208 -0.331 10.146 0.004 1.676 -0.467 -0.68
C -11.636 -13.064 -4.651 -0.387 1.313 -0.824 -0.75
C -0.986 0.739 8.338 -0.216 -0.171 -0.086 -0.91
C -8.502 6.084 0.993 -0.598 -0.598 0.141 -0.77
C 8.543 -1.634 -2.146 -1.171 -0.298 -1.014 -0.69
C 0.483 11.196 -7.201 0.547 0.319 1.330 -0.72
C -1.031 9.188 -4.318 -1.022 1.118 0.074 -0.89
C 0.164 9.982 -6.292 -0.313 0.103 -0.066 -0.42
C -9.111 -8.771 -2.774 0.358 0.507 1.226 -0.64
C 4.543 -1.860 -6.238 0.958 -0.221 -0.366 -0.56
C -1.165 -5.601 5.398 -0.851 -0.660 -0.815 -0.65
C 4.799 5.160 3.075 0.142 1.190 0.932 -0.70
C -0.200 -6.280 6.311 0.187 -0.239 0.941 -0.61
C -7.595 -5.385 -2.649 -0.963 -0.889 0.457 -0.69
C -7.675 4.315 2.389 -0.682 -0.871 -0.477 -0.79
C -9.857 -11.010 -3.328 0.223 0.173 -1.696 -0.48
C -0.844 -8.744 -3.847 0.216 -0.168 0.353 -0.42
C 6.375 3.821 4.309 0.147 0.842 0.595 -0.87
Be 2.441 3.348 6.601 0.059 -0.231 -0.305 0.62
H -12.161 -12.312 -4.061 0.398 0.260 0.564 0.28
H -0.451 11.753 -7.276 -0.058 0.627 -0.025 0.35
H 1.479 -6.197 8.590 0.371 0.060 -0.768 0.31
H -12.401 -13.194 -5.417 0.448 -0.824 -0.304 0.30
H -6.484 2.719 1.518 -0.373 0.116 -0.418 0.22
H -7.923 -5.165 -3.665 0.141 0.171 -0.095 0.30
H 5.637 5.654 2.582 0.316 -0.221 -0.571 0.40
H 1.618 7.318 4.195 -0.652 0.120 0.301 0.32
H 4.655 0.278 3.626 0.183 0.188 -0.185 0.30
H 4.212 7.175 3.575 -0.449 0.198 0.356 0.39
H 6.822 5.474 -4.182 0.140 0.151 -0.080 0.36
H 5.627 0.027 5.121 0.230 -0.252 -0.312 0.32
H 3.386 6.366 2.189 -0.547 0.565 0.135 0.37
H -2.462 8.367 -5.854 0.507 -0.182 -0.255 0.39
H -6.522 -5.575 -2.631 0.064 -0.250 -0.049 0.27
H -8.645 3.854 2.202 -0.285 -0.234 0.067 0.37
H -8.304 6.872 0.267 1.028 -0.278 0.073 0.29
H 3.795 -1.142 -6.573 0.086 0.148 -0.415 0.41
H 2.269 5.409 -6.930 -0.047 0.079 0.140 0.23
H 6.067 7.956 -5.624 0.500 -0.007 -0.171 0.13
H 4.638 0.723 10.820 0.187 0.005 0.188 0.33
H -6.301 1.240 3.483 0.264 0.132 -0.179 0.34
H 7.112 4.140 3.572 0.217 0.343 -0.152 0.38
H 6.881 3.772 5.273 -0.033 0.098 0.066 0.39
H 3.516 -2.207 -4.472 -0.264 -0.233 0.038 0.34
H 4.789 -3.200 -2.292 -0.166 -0.014 -0.025 0.38
H 5.263 5.110 -3.534 -0.001 -0.324 0.102 0.36
H -9.326 -9.466 -4.584 -0.157 -0.540 -0.408 0.24
H 7.422 10.738 -5.647 -0.869 0.621 0.573 0.26
H -3.091 -9.581 -4.652 0.029 -0.880 -0.402 0.31
H -1.757 4.875 8.400 -0.206 -0.250 -0.103 0.33
H -7.120 -7.979 -3.165 0.209 -0.050 0.610 0.36
H -9.349 5.559 0.551 -0.028 -0.546 -0.047 0.31
H 8.986 11.210 -5.432 0.641 -0.281 0.611 0.28
H 1.047 9.346 -6.222 0.047 -0.066 0.083 0.29
H -5.017 -6.828 4.703 -0.437 -0.291 -0.611 0.36
H 7.997 11.045 -3.919 -0.052 -0.076 -0.033 0.30
H 6.988 -4.370 -3.017 -0.369 -0.434 0.596 0.31
H 4.592 7.333 -3.692 -0.083 -0.294 -0.027 0.32
H -5.572 -5.192 4.108 0.184 -0.193 -0.580 0.42
H 1.918 -10.179 -0.572 0.640 -0.002 0.128 0.39
H -8.946 6.590 1.851 0.457 -0.061 0.531 0.31
H -0.899 -0.611 0.512 0.049 0.181 0.657 0.35
H 5.778 6.050 -6.322 -0.057 0.045 -0.482 0.34
H 0.518 -0.404 7.878 0.592 -0.185 0.040 0.26
H 0.476 0.823 10.545 -0.118 0.097 -0.171 0.31
H 1.259 13.771 -7.221 0.110 0.718 -0.373 0.30
H 0.164 -6.427 9.561 -0.435 -0.704 0.049 0.27
H 0.747 -1.260 0.961 -0.295 0.156 0.301 0.33
H 5.439 -0.850 -8.658 -0.256 -0.058 0.052 0.28
H -7.345 -5.276 5.918 0.110 0.198 -0.321 0.28
H -9.688 -11.328 -2.299 0.101 0.407 0.030 0.41
H -5.104 10.664 -5.784 0.182 -0.001 0.369 0.26
H 2.283 -0.345 11.233 0.351 -0.417 0.159 0.33
H -7.977 1.475 3.156 -0.105 0.244 -0.508 0.38
H -1.560 -0.008 8.887 -0.429 0.075 0.442 0.40
H 5.407 5.596 4.930 0.473 -0.218 0.324 0.27
H -8.810 -9.178 -1.809 -0.211 0.214 0.312 0.28
H -6.557 -5.444 7.501 -0.477 -0.285 0.024 0.23
H -5.128 4.502 2.465 -0.429 0.611 -0.046 0.28
H 6.318 -2.587 -4.735 0.754 -0.329 0.376 0.34
H -1.032 4.505 9.971 0.104 -0.075 0.073 0.31
H 6.883 1.781 3.955 0.395 0.036 0.326 0.45
H -2.977 -6.160 6.303 0.216 0.113 0.333 0.25
H -1.171 9.552 -3.300 -0.274 -0.420 0.300 0.39
H -10.103 -8.326 -2.694 -0.357 0.079 0.271 0.27
H 0.652 -7.741 8.380 -0.556 0.002 -0.192 0.30
H -0.392 -6.965 -2.820 -0.387 0.267 0.206 0.29
H -0.063 5.198 8.638 0.228 -0.417 0.033 0.21
H -2.927 8.255 -4.203 -0.531 0.097 0.241 0.42
H 4.552 -0.874 -4.345 0.775 0.304 0.275 0.41
H 8.814 -1.849 -1.112 -0.270 -0.480 0.082 0.28
H 4.755 -0.216 9.336 -0.002 -0.271 -0.091 0.30
H 9.426 -1.199 -2.614 -0.071 -0.414 -0.329 0.26
H -0.641 9.419 -6.766 0.141 -0.236 -0.732 0.29
H 0.076 -7.841 -0.507 -0.342 0.392 -0.248 0.32
H -9.469 -13.064 -3.592 0.304 -0.382 -0.015 0.32
H 3.567 6.389 -7.584 0.222 0.199 -0.114 0.30
H 0.814 10.977 -8.216 -0.228 -0.713 -0.094 0.42
H 7.074 -1.416 -8.344 -0.093 -0.315 -0.136 0.23
H 5.788 -1.745 -2.416 -0.457 0.591 -0.138 0.22
H 0.126 -0.860 10.116 -0.118 -0.192 0.404 0.47
H -1.991 -9.706 -6.214 0.265 -0.973 0.713 0.29
H 1.223 6.362 2.784 0.399 -0.209 -0.371 0.31
H -10.901 -10.738 -3.478 -0.406 -0.333 0.372 0.33
H 0.829 -6.013 6.069 0.167 0.317 -0.273 0.40
H 3.377 -9.678 1.357 0.804 -0.315 0.546 0.30
H 1.910 -7.512 -2.212 -0.080 -0.023 0.304 0.25
H -1.079 -4.517 5.465 -0.557 0.345 0.571 0.37
H -1.208 0.457 7.309 -0.266 0.871 -0.250 0.50
H 4.449 4.317 2.479 -0.081 0.038 0.150 0.33
H 0.692 -7.175 -4.090 0.106 -0.573 -0.427 0.42
H -2.387 2.520 8.336 -0.537 -0.906 -0.084 0.43
H 0.323 -0.785 -0.648 0.326 0.275 -0.143 0.38
H 3.704 4.626 -7.524 0.251 -0.207 -0.123 0.33
H 5.719 -2.627 -8.490 0.118 0.049 -0.226 0.32
H 0.805 5.647 4.305 -0.439 0.652 0.340 0.22
H -11.453 -13.923 -4.006 0.167 -0.238 -0.339 0.30
H -3.134 -5.732 3.473 -0.371 -0.247 -0.254 0.37
H 2.573 -1.255 9.697 -0.118 -0.173 -0.026 0.40
H -3.330 -4.393 4.516 0.393 0.519 0.368 0.33
H 2.145 12.814 -8.376 0.258 -0.167 -0.199 0.29
H 4.556 -8.326 1.192 -0.638 0.562 0.177 0.24
H -7.787 -4.522 -2.011 -0.216 -0.205 0.079 0.26
H 0.421 2.859 -0.188 -0.272 0.119 0.026 0.30
H -7.240 2.315 4.459 0.162 0.420 0.015 0.34
H 1.156 -9.471 0.863 -0.042 -0.064 0.151 0.42
H -0.735 -5.775 4.411 -0.180 -0.268 -0.361 0.38
H -0.258 -7.356 6.146 -0.207 -0.271 0.160 0.34
H 4.264 -2.870 -6.537 -0.014 -0.082 -0.541 0.33
H 2.969 13.538 -6.978 0.092 -0.889 0.603 0.25
H -0.195 -9.399 -1.329 0.112 -0.098 0.354 0.34
H 6.937 -3.591 -1.350 0.256 -0.295 0.089 0.41
H 5.460 4.370 -5.917 0.455 -0.202 0.299 0.44
H 7.782 8.489 -3.089 -0.051 0.583 0.066 0.38
H 5.652 9.021 -4.324 -0.121 0.304 -0.232 0.43
H -8.536 -12.098 -4.741 -0.099 0.299 0.086 0.39
H -4.949 9.005 -5.061 -0.184 0.145 0.162 0.29
H -0.329 -9.636 -4.203 -0.038 -0.310 0.006 0.31
H -8.330 -7.357 -4.164 -0.430 0.596 -0.133 0.31
H -6.648 -6.849 6.375 -0.238 -0.166 0.113 0.32
H 5.611 2.261 2.938 -0.156 0.561 -0.387 0.36
H 7.760 -0.877 -2.197 0.105 0.380 0.472 0.28
H 0.047 1.583 -1.333 0.036 -0.083 -0.001 0.37
H -3.201 -8.590 -6.112 -0.243 0.471 0.413 0.27
H -4.332 9.368 -6.674 -0.148 -0.201 -0.204 0.32
H -7.784 4.878 3.316 0.358 0.063 0.241 0.36
H 4.889 1.520 9.271 -0.523 0.237 -0.091 0.23
H -4.623 3.096 2.777 -0.018 -0.706 0.306 0.22
H 8.050 7.398 -4.413 1.017 -0.048 0.337 0.20
H -0.907 11.109 -4.944 -0.125 0.005 0.057 0.29
H -1.574 2.233 9.870 -0.204 -0.504 0.275 0.33
H 4.502 -9.520 0.001 -0.487 -0.157 -0.744 0.28
H -1.575 -8.968 -3.070 0.380 -0.659 0.603 0.29
H -0.359 8.332 -4.262 -0.400 -0.347 -0.224 0.33
H 1.692 0.839 0.245 1.136 -0.032 0.389 0.20
H 3.914 0.211 5.205 -0.185 0.566 0.112 0.23
H -1.104 1.918 -0.045 0.028 0.136 0.097 0.32
```
Positions in Å, forces in eV/Å.

F_max = 0.0590 hartree/bohr
E_HOMO = -9.5 eV
charge = +1
Kohn-Sham gap = 1.535 eV
energy relative to the best compared isomer or geometry (same formula, charge and spin) = 9.313 eV

---

(2)
# C17H14N2O2

C17H14N2O2 in the gas phase at a distorted geometry (the ωB97M-V functional and the def2-TZVPD basis, the Open Molecules 2025 dataset).

Geometry as XYZ:
```
35
Properties=species:S:1:pos:R:3:forces:R:3:nbo_charge:R:1
O -2.143 0.305 2.914 1.539 -0.744 -0.777 -0.36
O -0.334 -0.140 4.381 -2.650 1.171 -3.183 -0.57
N -2.512 -0.400 1.671 0.236 -0.233 0.645 -0.10
N 1.892 1.138 0.410 -0.070 0.326 -1.012 -0.59
C 3.031 3.057 -0.425 -0.852 1.486 -1.874 -0.23
C -3.350 -3.400 -1.150 1.629 0.503 1.209 -0.23
C -3.119 -2.456 -0.166 2.350 -1.062 -0.448 -0.13
C 0.905 2.761 -1.243 -1.407 1.870 -1.545 -0.27
C -0.914 -3.893 -1.053 -3.058 -0.191 -2.084 -0.22
C -1.820 -2.276 0.416 -1.847 -0.048 -2.602 -0.13
C -2.258 -4.088 -1.579 2.444 -1.466 -0.379 -0.17
C -0.700 -2.897 -0.104 0.636 -2.659 -0.602 -0.17
C 0.725 0.524 0.860 3.429 -1.522 0.596 0.03
C 1.875 2.280 -0.457 2.712 -0.418 1.885 0.16
C 3.180 4.160 -1.293 2.782 -0.777 1.577 -0.19
C -0.927 -0.205 3.279 2.211 -1.775 3.845 0.79
C -0.370 -1.201 2.239 -0.827 -0.110 2.016 -0.43
C 0.817 -0.567 1.637 0.933 0.597 -1.348 -0.28
C -1.618 -1.286 1.385 0.392 1.654 2.284 0.23
C 2.178 4.563 -2.167 0.383 0.725 -0.655 -0.25
C 0.971 3.924 -2.059 -0.284 -1.006 -0.508 -0.17
H 2.825 0.670 0.556 -1.803 0.915 -0.148 0.41
H -4.306 -3.620 -1.510 -1.305 0.020 -0.614 0.22
H 3.800 2.823 0.243 1.163 -0.334 0.874 0.20
H 2.326 5.287 -2.987 0.073 -0.130 0.902 0.22
H -0.002 2.300 -1.301 -2.436 -1.542 0.013 0.20
H -0.157 0.924 0.512 -1.905 1.024 -0.452 0.21
H -0.260 -4.538 -1.643 0.805 0.574 0.939 0.23
H 0.326 -2.819 0.264 -0.517 0.566 0.164 0.23
H 0.010 -2.096 2.871 -1.259 1.124 -1.360 0.28
H 4.251 4.584 -1.162 -2.151 -0.115 -0.865 0.22
H 0.122 4.218 -2.751 1.018 -0.591 1.170 0.22
H 1.843 -0.956 1.800 -0.939 0.097 0.289 0.21
H -3.911 -1.821 -0.015 -1.569 1.517 1.413 0.22
H -2.377 -4.858 -2.371 0.141 0.551 0.635 0.21
```
Positions in Å, forces in eV/Å.

F_max = 0.0929 hartree/bohr
E_HOMO = -8.0 eV
Kohn-Sham gap = 7.730 eV
structure (SMILES) = O=C1ON=C(c2ccccc2)[C@H]1/C=C/Nc1ccccc1
energy relative to the best compared isomer or geometry (same formula, charge and spin) = 5.010 eV

---

Q: Which of these has the highest Kohn-Sham gap?
A: C17H14N2O2

---

Q: Which of these has the highest E_HOMO?
A: C17H14N2O2

---

Q: Which of these has the lowest energy relative to the best compared isomer or geometry (same formula, charge and spin)?
A: C17H14N2O2